#i
The following is a DFT calculation (the ωB97M-V functional and the def2-TZVPD basis) of the molecule C5H9NO3.

Atoms and positions in Å:
1 C 1.036 -1.796 -0.587
2 O 0.535 -1.275 0.625
3 N 0.398 0.252 0.771
4 C 1.595 1.013 0.508
5 C -0.739 0.610 0.017
6 O -0.621 1.321 -1.178
7 C -1.996 0.801 0.901
8 C -1.842 -0.422 0.119
9 O -2.407 -1.294 -0.471
10 H 1.480 -2.764 -0.348
11 H 0.233 -1.922 -1.324
12 H 1.810 -1.164 -1.039
13 H 2.405 0.572 1.087
14 H 1.880 1.058 -0.549
15 H 1.404 2.029 0.857
16 H -0.609 0.706 -1.926
17 H -2.739 1.515 0.569
18 H -1.823 0.761 1.967

Its HOMO energy is -9.0 eV. Its structure (SMILES) is CON(C)[C@]1(O)CC1=O.



#ii
The following is a DFT calculation (the ωB97M-V functional and the def2-TZVPD basis) of a structure of composition C5H9NO3.

Atoms and positions in Å:
1 O 1.376 4.509 -0.480
2 C 0.846 4.021 -1.448
3 C 0.668 2.533 -1.636
4 C 0.919 1.663 -0.404
5 C 0.180 0.345 -0.663
6 N -1.007 0.708 -1.429
7 C -0.740 2.201 -2.147
8 O -1.107 2.468 -3.276
9 H 0.439 4.654 -2.265
10 H 1.349 2.263 -2.463
11 H 1.992 1.505 -0.245
12 H 0.507 2.156 0.489
13 H 0.809 -0.319 -1.274
14 H -0.079 -0.159 0.279
15 H -1.477 -0.013 -1.964
16 H -2.275 1.511 -0.565
17 O -2.461 2.697 -0.821
18 H -2.050 3.135 -0.068

Its HOMO energy is -9.5 eV.



#iii
The following is a DFT calculation (the ωB97M-V functional and the def2-TZVPD basis) of the molecule C5H9NO3.

Atoms and positions in Å:
1 C 0.338 0.040 1.605
2 C 0.219 0.108 0.075
3 C 0.262 1.551 -0.414
4 C -0.989 -0.683 -0.358
5 N -2.012 -0.042 -0.939
6 O -0.972 -1.914 -0.276
7 C 1.449 -0.732 -0.520
8 O 2.338 -0.164 -1.090
9 O 1.536 -2.007 -0.178
10 H 1.301 0.441 1.916
11 H -0.457 0.626 2.068
12 H 0.243 -0.982 1.967
13 H 0.132 1.610 -1.494
14 H -0.498 2.161 0.074
15 H 1.249 1.954 -0.196
16 H -2.791 -0.589 -1.269
17 H -2.001 0.948 -1.104
18 H 0.651 -2.326 0.135

Its HOMO energy is -10.1 eV. Its structure (SMILES) is CC(C)(C(N)=O)C(=O)O.



#iv
The following is a DFT calculation (the ωB97M-V functional and the def2-TZVPD basis) of the molecule C5H9NO3.

Atoms and positions in Å:
1 C -1.864 -0.898 1.230
2 N -1.129 0.069 0.447
3 C -0.722 -0.256 -0.888
4 O -1.263 -1.123 -1.553
5 C 0.696 0.192 -1.038
6 C 0.863 1.698 -1.169
7 C 1.264 -0.278 0.399
8 O 1.771 0.462 1.223
9 O 1.463 -1.618 0.444
10 H -2.934 -0.783 1.061
11 H -1.539 -1.904 0.955
12 H -1.640 -0.710 2.284
13 H -0.917 0.974 0.846
14 H 1.180 -0.335 -1.864
15 H 0.372 2.070 -2.074
16 H 1.927 1.956 -1.195
17 H 0.435 2.253 -0.329
18 H 2.038 -1.770 1.219

Its HOMO energy is -9.6 eV. Its structure (SMILES) is CNC(=O)[C@@H](C)C(=O)O.



Energies relative to the most stable structure are #i 568.1; #ii 345.0; #iii 0.0; #iv 114.3, reported in kJ/mol.